{"formula": "C31H63ClILiN3O10S", "method": "ωB97M-V/def2-TZVPD", "total_energy_ha": -3298.54476, "charge": 1, "e_lumo_ev": -5.2284, "homo_ev": -8.1, "homo_lumo_gap_ev": 2.8469, "elements": ["C", "C", "C", "C", "C", "C", "C", "C", "C", "C", "C", "C", "S", "C", "O", "O", "C", "C", "O", "C", "N", "C", "O", "C", "N", "C", "N", "I", "H", "H", "H", "H", "H", "H", "H", "H", "H", "H", "H", "H", "H", "H", "H", "H", "H", "H", "H", "H", "H", "H", "H", "H", "H", "H", "H", "H", "H", "H", "H", "H", "H", "H", "H", "C", "C", "O", "C", "H", "H", "H", "H", "H", "H", "C", "O", "H", "H", "H", "H", "Cl", "C", "C", "O", "C", "C", "H", "H", "H", "H", "H", "H", "H", "H", "H", "H", "O", "C", "O", "C", "C", "C", "H", "H", "H", "H", "H", "H", "O", "H", "H", "Li"], "xyz": [[4.335, -0.814, -0.738], [4.966, -0.277, -2.152], [4.001, -0.646, -3.391], [2.488, -0.099, -3.194], [2.467, 1.500, -2.807], [1.666, 1.720, -1.423], [1.920, 3.203, -0.757], [0.517, 3.774, -0.191], [-0.534, 4.194, -1.377], [-2.063, 4.176, -0.804], [-2.804, 2.738, -1.011], [-3.442, 2.513, -2.477], [-3.908, 4.021, -3.508], [-2.440, 5.054, -4.023], [-4.654, 3.663, -4.786], [-4.827, 4.986, -2.738], [-4.749, 1.576, -2.101], [-6.019, 2.344, -1.467], [-7.103, 1.485, -1.042], [-7.404, 1.715, 0.386], [-4.525, 0.458, -1.106], [-4.917, -0.716, -1.591], [-5.517, -1.786, -1.987], [-5.063, 0.798, -3.489], [-3.944, 0.777, -4.232], [-2.785, 1.463, -3.509], [-1.979, 1.965, -4.679], [-1.555, -0.192, -2.789], [5.163, -1.445, -0.237], [4.080, 0.051, -0.024], [3.398, -1.473, -0.894], [5.144, 0.862, -2.009], [6.030, -0.731, -2.315], [4.365, -0.240, -4.418], [4.011, -1.802, -3.495], [1.977, -0.737, -2.366], [1.850, -0.287, -4.154], [3.509, 1.983, -2.845], [1.848, 1.998, -3.660], [0.543, 1.675, -1.665], [1.860, 0.881, -0.636], [2.370, 3.850, -1.616], [2.680, 3.031, 0.107], [0.753, 4.748, 0.399], [0.017, 3.061, 0.571], [-0.299, 5.314, -1.599], [-0.393, 3.589, -2.344], [-1.948, 4.294, 0.353], [-2.694, 5.076, -1.144], [-2.020, 1.943, -0.701], [-3.617, 2.701, -0.176], [-2.738, 5.692, -4.935], [-2.249, 5.810, -3.156], [-1.464, 4.464, -4.149], [-5.703, 3.053, -0.601], [-6.451, 3.028, -2.310], [-8.429, 1.206, 0.589], [-7.567, 2.850, 0.610], [-6.580, 1.265, 1.078], [-6.025, 0.324, -3.894], [-3.855, 0.330, -5.162], [-1.108, 1.414, -4.808], [-2.535, 2.014, -5.548], [7.189, 0.316, 3.144], [6.457, -0.985, 2.921], [5.710, -1.130, 1.975], [6.689, -2.092, 3.914], [6.926, 1.021, 2.352], [6.898, 0.746, 4.107], [8.269, 0.143, 3.115], [6.376, -1.770, 4.910], [7.746, -2.371, 3.920], [6.099, -2.965, 3.627], [2.683, -4.317, -0.907], [2.454, -3.351, -1.920], [2.757, -3.808, 0.055], [1.850, -5.024, -0.879], [3.617, -4.848, -1.109], [2.392, -3.827, -2.760], [-5.359, -1.809, 0.288], [-3.272, -3.310, 1.961], [-2.296, -4.168, 1.173], [-0.929, -3.812, 1.369], [-0.430, -3.900, 2.696], [-0.516, -5.298, 3.284], [-3.147, -2.254, 1.704], [-4.300, -3.606, 1.741], [-3.121, -3.403, 3.039], [-2.500, -4.040, 0.107], [-2.444, -5.231, 1.390], [-0.934, -3.169, 3.337], [0.622, -3.600, 2.655], [-1.548, -5.648, 3.357], [-0.085, -5.315, 4.289], [0.028, -6.011, 2.658], [3.491, -0.880, 5.801], [2.298, -0.993, 5.969], [1.675, -2.170, 6.248], [0.258, -1.960, 6.275], [0.079, -0.484, 6.535], [1.290, 0.117, 5.856], [-0.157, -2.266, 5.310], [-0.189, -2.570, 7.062], [-0.871, -0.094, 6.164], [0.127, -0.289, 7.611], [1.103, 0.323, 4.799], [1.634, 1.015, 6.371], [0.241, -3.882, -3.280], [-0.194, -4.245, -2.497], [-0.256, -3.076, -3.471], [9.544, 0.911, 3.871]], "atomic_forces_ev_per_a": [[0.742, -0.375, -0.283], [-0.136, 0.175, 0.431], [-0.184, -0.026, -0.400], [0.254, -0.215, 0.234], [-1.230, -0.848, -0.534], [-0.108, 0.704, 0.129], [-0.442, -1.523, -0.344], [0.435, 0.837, -0.275], [-0.080, 1.095, 0.973], [0.723, -0.544, 0.733], [0.946, 1.719, 0.978], [-0.372, -3.193, 1.138], [-5.072, 4.195, -1.702], [1.340, 1.009, 1.153], [2.664, -0.756, 2.778], [3.388, -3.053, -0.895], [-2.596, -0.782, -0.989], [-0.783, 1.741, -1.153], [1.421, 1.171, 1.120], [-0.743, -0.183, 0.536], [-0.095, -2.045, -3.523], [-3.608, -4.593, 2.804], [3.901, 7.447, -3.154], [1.505, 0.974, -1.086], [-2.763, 0.551, 3.287], [0.956, -0.307, -3.324], [0.251, -0.095, 0.858], [-0.268, 0.372, 0.624], [-1.645, 0.967, -0.685], [0.374, -1.284, -1.134], [1.660, 1.105, 0.175], [-0.383, -1.854, -0.611], [-1.996, 0.662, 0.207], [-0.253, -0.504, 1.851], [-0.210, 1.938, 0.260], [0.869, 1.239, -1.299], [1.320, 0.349, 1.583], [-1.538, -0.866, 0.307], [1.081, -0.520, 1.540], [1.667, -0.128, 0.322], [-0.140, 1.467, -1.507], [-0.825, -0.781, 1.828], [-1.215, 0.731, -1.534], [-0.545, -1.621, -0.912], [0.911, 0.841, -1.377], [-0.279, -2.007, 0.048], [-0.248, 0.743, 1.488], [-0.325, -0.149, -2.038], [0.890, -1.569, 0.363], [-1.433, 1.022, -1.002], [1.206, -0.162, -1.967], [0.142, -1.540, 1.315], [-0.571, -1.478, -1.437], [-1.812, 0.691, -0.137], [-0.194, -1.342, -1.566], [0.811, -1.025, 1.473], [1.993, 0.701, -0.399], [0.477, -1.908, -0.525], [-1.430, 0.727, -1.340], [1.474, 0.817, 0.981], [0.093, 0.300, 1.005], [-1.106, 0.715, 0.053], [0.450, 0.171, 0.785], [-0.354, 1.047, -0.131], [-0.977, -1.426, -0.782], [0.919, 0.670, 1.048], [-0.169, -0.032, -0.084], [0.141, -0.093, 0.081], [0.045, -0.050, 0.094], [-0.110, -0.618, -0.386], [0.103, -0.031, 0.036], [0.032, 0.019, 0.157], [0.104, 0.201, 0.035], [-0.007, 0.009, -0.316], [0.529, 0.071, 0.091], [-0.039, 0.011, -0.122], [0.073, -0.120, 0.217], [-0.002, -0.155, 0.221], [-0.309, 0.295, 0.238], [0.271, 0.458, 3.181], [0.400, -0.116, 0.303], [-0.330, 0.090, 0.233], [0.436, 0.080, -0.079], [-0.119, -0.090, -0.198], [-0.076, -0.122, 0.001], [-0.163, -0.261, -0.029], [0.237, 0.149, -0.012], [0.041, -0.171, 0.072], [0.190, 0.065, 0.065], [0.012, -0.038, 0.055], [-0.124, -0.053, 0.048], [-0.108, 0.023, -0.206], [0.040, 0.073, 0.068], [0.001, 0.001, -0.064], [-0.007, 0.092, 0.068], [-0.560, -0.501, 0.219], [0.787, -0.035, -0.386], [0.751, 0.518, -0.090], [-0.668, -0.324, 0.052], [-0.552, 0.429, 0.232], [-0.305, 0.169, 0.359], [0.070, 0.008, 0.063], [0.253, -0.087, -0.150], [0.075, -0.129, 0.044], [-0.041, -0.040, -0.126], [0.139, 0.048, 0.037], [0.178, -0.052, -0.332], [-0.601, -0.048, -0.198], [0.127, 0.067, -0.083], [0.129, -0.182, -0.036], [0.222, 0.286, 0.264]]}